ORCA calculation (ωB97M-V with the def2-TZVPD basis set) on a 2-piece molecular cluster, C32H35N6 overall at a distorted geometry.

XYZ file:
```
73
C32H35N6 (ωB97M-V with the def2-TZVPD basis set)
C -5.24 -0.89 -2.38
N -4.77 -1.13 -1.02
C -5.28 -2.32 -0.42
C -5.03 -3.55 -1.06
C -5.54 -4.73 -0.54
C -6.37 -4.70 0.60
C -6.66 -3.47 1.21
C -6.12 -2.28 0.71
C -3.49 -0.63 -0.71
C -3.29 0.06 0.50
C -2.06 0.60 0.79
C -0.94 0.43 -0.08
C 0.36 0.84 0.35
C 1.60 0.23 0.05
C 2.78 0.81 0.62
C 4.04 0.32 0.32
C 4.19 -0.72 -0.61
N 5.50 -1.14 -0.97
C 5.93 -0.81 -2.33
C 6.04 -2.35 -0.45
C 5.80 -3.56 -1.12
C 6.31 -4.75 -0.60
C 7.12 -4.72 0.54
C 7.41 -3.51 1.17
C 6.87 -2.31 0.69
C 3.05 -1.31 -1.18
C 1.78 -0.95 -0.74
C -1.19 -0.20 -1.34
C -2.43 -0.75 -1.63
H -5.07 0.17 -2.63
H -4.71 -1.52 -3.11
H -6.31 -1.12 -2.41
H -4.41 -3.54 -1.96
H -5.29 -5.67 -1.02
H -6.78 -5.63 0.99
H -7.32 -3.44 2.08
H -6.35 -1.31 1.17
H -4.13 0.16 1.19
H -1.92 1.13 1.73
H 0.40 1.61 1.13
H 2.68 1.65 1.29
H 4.93 0.75 0.78
H 7.02 -0.94 -2.38
H 5.47 -1.48 -3.08
H 5.66 0.23 -2.54
H 5.18 -3.54 -2.02
H 6.07 -5.68 -1.11
H 7.53 -5.66 0.93
H 8.06 -3.48 2.05
H 7.07 -1.35 1.16
H 3.17 -2.10 -1.93
H 0.92 -1.55 -1.03
H -0.39 -0.25 -2.09
H -2.56 -1.33 -2.55
N -0.93 1.99 5.09
N -0.97 2.64 4.14
N -1.02 3.11 3.00
C -1.03 4.58 2.99
C -0.63 5.00 1.59
C -1.24 6.29 1.03
C -1.25 6.04 -0.49
C -1.01 4.52 -0.70
N -1.00 4.02 0.64
H -2.05 4.98 3.20
H -0.30 5.04 3.69
H 0.47 5.18 1.62
H -2.26 6.37 1.42
H -0.68 7.18 1.34
H -2.23 6.31 -0.89
H -0.48 6.63 -1.00
H -1.78 4.06 -1.33
H -0.04 4.39 -1.21
H -0.90 3.03 0.86
```

Values from the calculation:
M = 503.7 g mol⁻¹
E = -42682.49061 eV
Orbital gap = 5.27 eV
Total charge = +1